# 1
Density functional theory data (ωB97M-V with the def2-TZVPD basis set) for the ion CH3N2O2S with charge -1.

```
9
Properties=species:S:1:pos:R:3
S -1.818 0.130 -0.279
O -2.457 -1.152 -0.643
O -2.495 0.745 0.921
N 1.280 -0.253 -0.750
N 2.005 0.712 -0.524
C -0.076 -0.310 0.476
H 0.429 -1.239 0.867
H 0.304 0.525 1.083
H 2.828 0.841 -1.149
```

The net charge is -1. The value obtained for the relative energy (zero: lowest compared OMol25 entry of this formula, charge and spin) is 326.34 kJ/mol.

# 2
Density functional theory data (ωB97M-V with the def2-TZVPD basis set) for a cluster of 2 separate species, CH4N2O2S in total.

```
10
Properties=species:S:1:pos:R:3
S 2.373 1.676 -0.305
O 2.366 -0.861 0.622
O 0.489 -1.435 -0.129
N -1.801 -0.341 -0.007
N 1.293 -0.605 0.099
C 1.074 0.811 -0.122
H -1.422 0.490 -0.533
H -2.637 -0.853 -0.460
H -1.866 -0.243 0.954
H 0.132 1.362 -0.118
```

The structure (SMILES) is O=[N+]([O-])C=S.N. The net charge is 0. The value obtained for the relative energy (zero: lowest compared OMol25 entry of this formula, charge and spin) is 477.52 kJ/mol.

# 3
Density functional theory data (ωB97M-V with the def2-TZVPD basis set) for a cluster of 3 separate species, C20H32BF13IO4S in total.

```
72
Properties=species:S:1:pos:R:3
I -2.943 2.380 3.959
S 0.110 6.538 -4.417
F 3.142 2.311 -3.705
F -0.138 4.703 -2.510
F 1.419 6.241 -2.136
F 2.312 4.293 -4.989
F -0.234 5.335 -5.487
F 1.860 3.837 -0.662
F 0.228 7.841 -3.351
F 0.912 2.263 -3.465
F 3.813 2.916 -1.347
F -1.400 6.253 -3.718
F 3.299 5.071 -3.136
F -0.666 7.582 -5.459
F 1.526 6.982 -5.127
O 0.014 2.199 3.906
O 0.218 -5.494 4.988
O -0.552 -1.910 -3.729
O 0.859 -3.071 0.799
C -0.337 -3.214 2.846
C -1.451 -0.834 -3.377
C -0.945 1.758 3.263
C -0.444 -6.184 5.737
C 0.197 -3.759 1.550
C 1.299 1.464 0.586
C -0.762 -7.618 5.404
C -0.863 0.821 1.980
C -2.014 -1.128 -1.913
C 2.062 2.957 -3.028
C -0.934 -0.630 -0.803
C 0.907 5.401 -3.161
C -0.121 -5.194 1.220
C -0.859 3.195 0.802
C 0.809 -1.432 -3.893
C 2.002 1.383 -0.849
C -0.979 -5.638 7.035
C 2.098 4.474 -3.616
C 2.380 2.824 -1.480
C -1.143 0.955 -0.649
B -0.330 1.635 0.601
H -2.369 -0.779 -4.073
H -2.243 1.254 -0.539
H 1.773 2.252 1.274
H 1.321 -1.239 -2.892
H -2.070 -5.685 7.036
H 1.528 0.458 1.102
H -1.203 -5.328 1.149
H 0.327 -5.452 0.258
H -1.203 -1.214 0.148
H -0.719 3.699 -0.228
H -1.429 -3.260 2.848
H -2.353 -2.202 -1.746
H -1.959 3.277 1.076
H -0.313 -7.874 4.443
H -2.933 -0.455 -1.745
H -1.954 0.531 1.743
H -0.349 -8.278 6.170
H -0.175 3.798 1.507
H -0.576 -6.210 7.873
H -1.844 -7.752 5.333
H -0.311 -0.156 2.160
H 1.443 0.723 -1.604
H 2.991 0.818 -0.678
H 0.292 -5.852 1.987
H 1.378 -2.273 -4.415
H 0.067 -3.785 3.684
H 0.123 -0.939 -1.076
H -0.967 0.206 -3.447
H -0.673 -4.596 7.142
H -0.736 1.446 -1.611
H 0.819 -0.466 -4.506
H -0.032 -2.172 2.953
```

The net charge is -1.

# 4
Density functional theory data (ωB97M-V with the def2-TZVPD basis set) for an isolated molecule of C4H7NO.

```
13
Properties=species:S:1:pos:R:3
O 1.023 2.787 -1.156
N -0.219 -0.148 0.328
C -0.780 -1.148 -0.465
C 0.810 0.785 0.229
C -0.426 -1.351 0.989
C 0.395 1.834 -0.778
H -0.211 -1.663 -1.238
H 1.595 0.076 -0.118
H 0.935 1.249 1.228
H -1.786 -0.893 -0.768
H -0.576 1.727 -1.278
H 0.399 -2.012 1.251
H -1.156 -1.242 1.777
```

The structure (SMILES) is O=CCN1CC1. The net charge is 0. The value obtained for the relative energy (zero: lowest compared OMol25 entry of this formula, charge and spin) is 336.19 kJ/mol.

In eV, the HOMO values for the records above are, in order, -3.53; -9.27; -5.57; -8.63.
In eV/Å, the maximum force values for the records above are, in order, 4.26; 4.25; 5.05; 2.91.
In eV, the HOMO-LUMO gap values for the records above are, in order, 7.820; 7.500; 6.326; 9.630.